(1)
{
  "formula": "C18H20N2O5V",
  "method": "ωB97M-V/def2-TZVPD",
  "elements": ["V", "C", "C", "C", "C", "C", "C", "C", "C", "C", "C", "H", "H", "H", "H", "H", "H", "H", "H", "H", "H", "H", "H", "H", "H", "O", "C", "C", "O", "C", "C", "O", "C", "O", "O", "C", "N", "C", "C", "N", "H", "H", "H", "H", "H", "H"],
  "coordinates": [[-0.440, 0.262, -0.227], [-3.182, -0.849, 1.851], [-2.677, 0.466, 2.455], [-2.003, 0.217, 3.797], [-1.803, 1.238, 1.482], [-2.328, 1.614, 0.229], [-1.579, 2.334, -0.707], [-0.262, 2.714, -0.424], [0.551, 3.491, -1.415], [0.256, 2.373, 0.842], [-0.488, 1.654, 1.773], [-3.936, -1.283, 2.506], [-2.363, -1.562, 1.755], [-3.638, -0.716, 0.869], [-3.542, 1.119, 2.615], [-1.122, -0.421, 3.684], [-2.692, -0.305, 4.459], [-1.707, 1.141, 4.296], [-3.330, 1.299, -0.033], [-2.018, 2.564, -1.669], [0.306, 4.551, -1.335], [0.338, 3.177, -2.435], [1.618, 3.382, -1.224], [1.272, 2.655, 1.084], [-0.046, 1.392, 2.724], [-1.552, -5.504, -1.664], [-1.307, -4.372, -1.392], [-0.463, -3.883, -0.180], [0.152, -4.557, 0.595], [-0.572, -2.405, -0.245], [-1.272, -2.004, -1.349], [-1.418, -0.679, -1.495], [-1.795, -3.106, -2.159], [-2.434, -3.081, -3.173], [-0.126, -1.499, 0.582], [4.613, -1.222, -0.877], [3.854, -0.091, -1.432], [4.540, 0.868, -2.307], [2.602, 0.050, -1.152], [1.478, 0.174, -0.891], [5.384, -0.847, -0.205], [5.069, -1.774, -1.697], [3.937, -1.877, -0.334], [5.311, 1.391, -1.742], [3.820, 1.581, -2.698], [4.994, 0.328, -3.136]],
  "de_lowest_kcal_mol": 0.0,
  "charge": 1,
  "spin_multiplicity": 3,
  "s_squared": 2.0740,
  "energy_ev": -57889.669,
  "mol_weight_g_mol": 395.3,
  "e_homo_ha": [-0.412, -0.412],
  "homo_lumo_gap_ev": [6.4, 7.0],
  "lumo_energy_ev": [-4.770, -4.249]
}



(2)
{
  "formula": "C18H20N3O2SV",
  "method": "ωB97M-V/def2-TZVPD",
  "elements": ["V", "C", "C", "N", "N", "C", "O", "C", "C", "C", "C", "C", "C", "C", "C", "C", "C", "C", "N", "H", "H", "H", "H", "H", "H", "H", "H", "H", "H", "H", "H", "O", "S", "C", "C", "C", "C", "H", "H", "H", "H", "H", "H", "H", "H"],
  "coordinates": [[0.073, 0.256, 0.354], [2.306, 3.879, 1.029], [1.830, 2.523, 0.641], [0.794, 1.951, 1.128], [0.048, 2.479, 2.161], [-0.672, 1.487, 2.647], [-0.601, 0.258, 2.230], [-1.644, 1.774, 3.727], [-1.958, 3.089, 4.065], [-2.888, 3.344, 5.059], [-3.505, 2.292, 5.723], [-3.190, 0.981, 5.393], [-2.263, 0.720, 4.396], [2.530, 1.643, -0.337], [3.721, 2.010, -0.944], [4.391, 1.096, -1.743], [3.854, -0.168, -1.914], [2.653, -0.461, -1.294], [1.997, 0.408, -0.525], [2.056, 4.065, 2.071], [1.798, 4.639, 0.430], [3.378, 3.999, 0.895], [-1.472, 3.904, 3.547], [-3.132, 4.366, 5.320], [-4.227, 2.495, 6.502], [-3.659, 0.161, 5.920], [-2.001, -0.297, 4.140], [4.123, 3.000, -0.793], [5.322, 1.369, -2.219], [4.344, -0.917, -2.518], [2.184, -1.430, -1.415], [-1.636, -0.300, -0.712], [-2.824, 0.468, -0.060], [-4.009, 0.751, -1.384], [-5.361, 0.396, -0.768], [-5.137, -0.924, -0.032], [-3.851, -0.763, 0.784], [-3.740, 0.046, -2.174], [-3.906, 1.770, -1.747], [-6.116, 0.316, -1.549], [-5.689, 1.177, -0.079], [-5.014, -1.733, -0.753], [-5.971, -1.182, 0.618], [-3.238, -1.660, 0.859], [-4.015, -0.373, 1.789]],
  "de_lowest_kcal_mol": 0.0,
  "charge": 1,
  "spin_multiplicity": 4,
  "s_squared": 3.7688,
  "energy_ev": -64073.822,
  "mol_weight_g_mol": 393.4,
  "e_homo_ha": [-0.385, -0.410],
  "homo_lumo_gap_ev": [7.2, 7.6],
  "lumo_energy_ev": [-3.256, -3.576]
}



(3)
{
  "formula": "C18H20N3O2SV",
  "method": "ωB97M-V/def2-TZVPD",
  "elements": ["V", "C", "C", "N", "N", "C", "O", "C", "C", "C", "C", "C", "C", "C", "C", "C", "C", "C", "N", "H", "H", "H", "H", "H", "H", "H", "H", "H", "H", "H", "H", "O", "S", "C", "C", "C", "C", "H", "H", "H", "H", "H", "H", "H", "H"],
  "coordinates": [[0.360, -0.022, 0.201], [2.100, -1.595, -2.216], [0.823, -1.303, -1.493], [0.076, -0.259, -1.718], [0.498, 0.756, -2.482], [1.034, 1.678, -1.734], [1.121, 1.453, -0.450], [1.554, 2.923, -2.287], [1.910, 3.948, -1.409], [2.483, 5.107, -1.895], [2.707, 5.245, -3.256], [2.320, 4.245, -4.135], [1.741, 3.085, -3.659], [0.295, -2.270, -0.491], [-0.544, -3.350, -0.745], [-0.783, -4.242, 0.288], [-0.219, -4.003, 1.538], [0.538, -2.858, 1.729], [0.801, -2.025, 0.731], [2.951, -1.137, -1.705], [2.043, -1.172, -3.220], [2.267, -2.668, -2.270], [1.744, 3.815, -0.350], [2.767, 5.895, -1.215], [3.180, 6.138, -3.634], [2.485, 4.370, -5.194], [1.448, 2.289, -4.324], [-0.964, -3.487, -1.730], [-1.389, -5.119, 0.117], [-0.363, -4.698, 2.348], [0.973, -2.616, 2.691], [-0.847, 0.150, 1.690], [-2.047, 0.763, 0.993], [-3.156, 1.240, 2.378], [-3.581, 2.661, 2.071], [-2.301, 3.395, 1.684], [-1.571, 2.510, 0.681], [-2.543, 1.168, 3.275], [-3.981, 0.535, 2.432], [-4.060, 3.122, 2.933], [-4.292, 2.670, 1.242], [-1.680, 3.537, 2.570], [-2.515, 4.373, 1.255], [-0.484, 2.547, 0.791], [-1.844, 2.729, -0.352]],
  "de_lowest_kcal_mol": 44.7,
  "charge": 1,
  "spin_multiplicity": 4,
  "s_squared": 3.7654,
  "energy_ev": -64071.885,
  "mol_weight_g_mol": 393.4,
  "e_homo_ha": [-0.392, -0.416],
  "homo_lumo_gap_ev": [7.8, 8.0],
  "lumo_energy_ev": [-2.829, -3.275]
}



(4)
{
  "formula": "C18H20N4O",
  "method": "ωB97M-V/def2-TZVPD",
  "elements": ["C", "C", "C", "C", "C", "C", "N", "C", "C", "C", "O", "N", "C", "N", "C", "C", "C", "C", "C", "C", "C", "C", "N", "H", "H", "H", "H", "H", "H", "H", "H", "H", "H", "H", "H", "H", "H", "H", "H", "H", "H", "H", "H"],
  "coordinates": [[1.609, -3.104, 1.623], [2.576, -2.195, 2.372], [1.894, -0.931, 2.915], [1.328, -0.094, 1.809], [-0.038, -0.166, 1.505], [-0.602, 0.543, 0.463], [-1.920, 0.471, 0.121], [-2.825, -0.530, 0.635], [-2.565, -1.941, 0.093], [-2.722, -2.019, -1.429], [-2.685, -3.339, -1.905], [0.197, 1.388, -0.251], [1.588, 1.464, -0.019], [2.195, 2.272, -0.842], [1.228, 2.787, -1.647], [1.364, 3.709, -2.682], [0.225, 4.111, -3.342], [-1.031, 3.629, -2.974], [-1.189, 2.713, -1.952], [-0.048, 2.266, -1.297], [2.152, 0.703, 1.032], [3.537, 0.785, 1.265], [4.662, 0.821, 1.490], [1.213, -2.599, 0.744], [0.778, -3.393, 2.264], [2.119, -4.007, 1.296], [3.008, -2.741, 3.213], [3.392, -1.901, 1.710], [2.636, -0.350, 3.466], [1.096, -1.219, 3.603], [-0.660, -0.812, 2.101], [-2.136, 0.799, -0.806], [-3.835, -0.216, 0.361], [-2.762, -0.534, 1.725], [-1.556, -2.261, 0.368], [-3.277, -2.629, 0.551], [-1.946, -1.413, -1.922], [-3.703, -1.635, -1.725], [-1.838, -3.737, -1.673], [2.340, 4.088, -2.934], [0.296, 4.825, -4.149], [-1.907, 3.985, -3.495], [-2.190, 2.410, -1.680]],
  "de_lowest_kcal_mol": 15.2,
  "smiles": "CCCc1cc(NCCCO)n2c(nc3ccccc32)c1C#N",
  "spin_multiplicity": 1,
  "energy_ev": -26998.889,
  "mol_weight_g_mol": 308.4,
  "e_homo_ha": -0.284,
  "homo_lumo_gap_ev": 7.8,
  "lumo_energy_ev": 0.109
}



(5)
{
  "formula": "C18H20N4O3S",
  "method": "ωB97M-V/def2-TZVPD",
  "elements": ["C", "N", "C", "S", "C", "C", "O", "N", "C", "C", "C", "C", "C", "O", "N", "C", "C", "N", "C", "C", "C", "C", "C", "C", "C", "O", "H", "H", "H", "H", "H", "H", "H", "H", "H", "H", "H", "H", "H", "H", "H", "H", "H", "H", "H", "H"],
  "coordinates": [[-0.960, -4.216, -1.310], [-0.214, -3.158, -0.664], [-0.815, -2.375, 0.275], [-2.499, -2.736, 0.611], [-2.886, -1.576, 1.959], [-3.275, -0.197, 1.426], [-4.431, 0.142, 1.301], [-2.207, 0.578, 1.160], [-2.318, 1.860, 0.511], [-1.965, 1.778, -0.987], [-0.496, 1.369, -1.225], [0.000, 2.395, -2.243], [-0.887, 3.594, -1.912], [-2.150, 3.042, -1.605], [-0.246, -1.404, 0.918], [1.051, -1.160, 0.605], [1.744, -1.903, -0.346], [3.016, -1.413, -0.470], [3.161, -0.357, 0.383], [4.260, 0.466, 0.607], [4.124, 1.479, 1.531], [2.928, 1.682, 2.227], [1.834, 0.875, 2.017], [1.944, -0.158, 1.086], [1.131, -2.982, -1.056], [1.641, -3.689, -1.905], [-1.308, -4.939, -0.573], [-0.285, -4.699, -2.016], [-1.820, -3.805, -1.840], [-3.742, -2.019, 2.467], [-2.018, -1.535, 2.614], [-1.294, 0.128, 1.184], [-1.654, 2.576, 1.003], [-3.351, 2.200, 0.612], [-2.662, 1.080, -1.467], [-0.410, 0.346, -1.588], [0.074, 1.458, -0.299], [1.060, 2.615, -2.142], [-0.202, 2.055, -3.259], [-1.024, 4.286, -2.743], [-0.486, 4.144, -1.048], [3.711, -1.786, -1.095], [5.185, 0.312, 0.073], [4.961, 2.133, 1.726], [2.870, 2.489, 2.942], [0.911, 1.026, 2.556]],
  "de_lowest_kcal_mol": 0.0,
  "smiles": "Cn1c(SCC(=O)NC[C@@H]2CCCO2)nc2c([nH]c3ccccc32)c1=O",
  "spin_multiplicity": 1,
  "energy_ev": -41930.539,
  "mol_weight_g_mol": 372.4,
  "e_homo_ha": -0.300,
  "homo_lumo_gap_ev": 8.3,
  "lumo_energy_ev": 0.132
}



(6)
{
  "formula": "C18H20N4O4",
  "method": "ωB97M-V/def2-TZVPD",
  "elements": ["C", "C", "N", "C", "C", "O", "N", "C", "C", "C", "C", "N", "C", "C", "O", "C", "C", "C", "O", "C", "C", "C", "C", "O", "N", "C", "H", "H", "H", "H", "H", "H", "H", "H", "H", "H", "H", "H", "H", "H", "H", "H", "H", "H", "H", "H"],
  "coordinates": [[-1.157, -0.886, 2.093], [-1.821, -1.911, 1.176], [-1.856, -1.503, -0.217], [-3.140, -1.146, -0.783], [-3.922, -0.066, -0.052], [-5.076, -0.267, 0.273], [-3.364, 1.140, 0.249], [-2.086, 1.699, 0.125], [-1.683, 2.588, 1.124], [-0.426, 3.153, 1.102], [0.460, 2.844, 0.074], [1.754, 3.392, 0.095], [2.901, 2.741, -0.254], [4.139, 3.587, -0.066], [2.925, 1.599, -0.658], [0.032, 2.024, -0.964], [-1.230, 1.461, -0.944], [-0.804, -1.621, -1.067], [-0.897, -1.340, -2.249], [0.504, -2.045, -0.483], [0.787, -3.368, -0.051], [2.019, -3.692, 0.412], [3.094, -2.728, 0.484], [4.215, -2.925, 0.914], [2.744, -1.473, -0.010], [1.529, -1.147, -0.481], [-0.160, -0.644, 1.734], [-1.738, 0.029, 2.145], [-1.076, -1.300, 3.094], [-1.289, -2.861, 1.267], [-2.854, -2.072, 1.496], [-3.800, -2.024, -0.797], [-2.964, -0.843, -1.820], [-4.001, 1.698, 0.810], [-2.360, 2.825, 1.933], [-0.125, 3.827, 1.890], [1.850, 4.270, 0.584], [5.001, 3.050, -0.449], [4.293, 3.793, 0.992], [4.036, 4.531, -0.596], [0.685, 1.836, -1.801], [-1.537, 0.849, -1.773], [0.018, -4.125, -0.122], [2.255, -4.694, 0.735], [3.468, -0.763, -0.030], [1.412, -0.135, -0.835]],
  "de_lowest_kcal_mol": 0.2,
  "smiles": "CCN(CC(=O)Nc1ccc(NC(C)=O)cc1)C(=O)c1ccc(=O)[nH]c1",
  "spin_multiplicity": 1,
  "energy_ev": -33142.895,
  "mol_weight_g_mol": 356.4,
  "e_homo_ha": -0.304,
  "homo_lumo_gap_ev": 8.6,
  "lumo_energy_ev": 0.354
}